Arrangement one

Entry from OMol25: C5H7NS as an isolated structure (ωB97M-V with the def2-TZVPD basis set).

- Lowest unoccupied orbital energy: 0.9 eV
- Spin multiplicity: 1
- Gap between HOMO and LUMO: 9.537 eV

Atoms and positions in Å:
C: -0.468 -0.903 1.246
C: -0.193 0.542 1.183
C: 0.894 -0.930 0.444
C: 0.643 -0.042 -0.873
C: -0.300 1.013 -0.261
H: -0.415 -1.323 2.285
H: -1.290 -1.154 0.637
H: -0.611 1.068 2.196
H: 1.706 -0.031 2.272
H: 1.570 -1.805 0.330
H: 1.603 0.210 -1.379
H: -0.196 2.092 -0.536
N: 1.284 0.286 1.308
S: -0.925 0.054 -1.587

=====

Arrangement two

Entry from OMol25: C5H7NS as an isolated structure (ωB97M-V with the def2-TZVPD basis set).

- Lowest unoccupied orbital energy: 0.8 eV
- Spin multiplicity: 1
- Gap between HOMO and LUMO: 9.370 eV

Atoms and positions in Å:
C: 0.776 -0.393 -1.982
C: 0.447 0.391 -0.761
C: -0.103 0.691 1.645
C: -0.711 -0.819 1.500
C: -0.425 -0.223 0.303
H: -0.160 -0.814 -2.380
H: 1.358 -1.206 -1.739
H: 1.146 0.595 -2.429
H: 1.017 0.818 1.762
H: -1.690 -1.036 1.852
H: -0.050 -1.580 2.222
H: -1.430 -0.189 -0.096
N: 0.306 1.633 -0.700
S: -0.483 2.132 0.804

=====

Which one is most stable, and which one is least stable? arrangement one is the most stable of them, while arrangement two is the least stable.

=====

Arrangement one

Entry from OMol25: the molecule C2H6N2S (ωB97M-V with the def2-TZVPD basis set).

- SMILES string: [H]/N=C(/N)SC
- Lowest unoccupied orbital energy: 0.7 eV
- Spin multiplicity: 1
- Gap between HOMO and LUMO: 9.807 eV

Atoms and positions in Å:
H: 0.992 -1.233 0.741
N: 0.854 -1.526 -0.206
C: 0.255 -0.650 -0.793
N: -0.294 -0.563 -2.168
S: 0.087 1.118 -0.357
C: -0.011 1.209 1.527
H: -0.409 -1.607 -2.496
H: -1.316 -0.217 -2.210
H: 0.885 0.471 2.185
H: -1.065 0.744 1.890
H: 0.022 2.254 1.886

=====

Arrangement two

Entry from OMol25: the molecule C2H6N2S (ωB97M-V with the def2-TZVPD basis set).

- SMILES string: [H]/N=C(/C)NS
- Lowest unoccupied orbital energy: 0.1 eV
- Spin multiplicity: 1
- Gap between HOMO and LUMO: 9.054 eV

Atoms and positions in Å:
H: 0.076 0.590 2.354
N: 1.000 0.153 1.984
C: 0.728 -0.087 0.667
C: 1.621 -0.925 -0.190
N: -0.427 0.568 0.232
S: -1.332 0.278 -1.198
H: 2.272 -0.177 -0.847
H: 0.914 -1.463 -0.945
H: 2.281 -1.835 0.313
H: -1.016 0.826 1.018
H: -1.312 -1.372 -1.102

=====

Which one is most stable, and which one is least stable? arrangement one is the most stable of them, while arrangement two is the least stable.